128
Properties=species:S:1:pos:R:3:forces:R:3:lowdin_charge:R:1 method="wB97M-V/def2-TZVPD" homo_energy_ev=-1.35 de_lowest_ev=0.4217 spin_multiplicity=1 orbital_gap_ev=4.832 charge=-2
Rb -0.363491 1.290003 -0.250432 -0.0659 -0.4390 0.6810 0.6624
Cl -3.348747 5.067400 -4.770545 0.0031 0.0033 -0.0045 0.5884
C -2.930908 3.461373 -4.237028 -0.0326 -0.0592 0.0224 -0.7353
C -3.840279 2.433409 -4.333423 0.0619 0.0467 0.0060 -0.7369
Cl -5.416090 2.710205 -5.020054 -0.0074 -0.0021 -0.0054 0.5762
C -3.485458 1.156305 -3.846322 -0.0418 0.0009 0.0213 -0.5808
Cl -4.645620 -0.149481 -3.999383 0.0120 -0.0020 0.0174 0.6617
C -2.270616 0.873109 -3.216420 -0.0152 -0.0098 0.0152 -0.4314
O -1.991168 -0.264747 -2.665203 0.0194 0.0784 0.0390 -0.2794
C -1.261257 1.942470 -3.212204 -0.0279 0.0842 -0.1582 -0.5077
O -0.098452 1.703817 -2.764358 0.1974 0.1130 -0.5053 -0.3541
C -1.662824 3.205163 -3.688339 -0.0336 -0.0186 -0.0943 -0.6206
Cl -0.459950 4.471727 -3.631497 -0.0028 0.0007 0.0036 0.6503
C 5.504401 3.681591 3.279131 -0.0114 -0.0037 -0.0040 -0.1210
C 5.238829 2.692898 4.220130 0.0206 0.0027 -0.0120 -0.1030
C 4.062048 1.963943 4.159310 -0.0446 -0.0557 -0.0171 -0.0416
C 3.143380 2.217957 3.143111 0.1632 0.0409 -0.0298 -0.2678
C 3.410666 3.199746 2.192606 -0.0337 -0.0848 0.0201 -0.0323
C 4.584024 3.935301 2.268956 0.0176 0.0159 -0.0113 -0.1014
N 1.945076 1.473132 2.945747 -0.1361 -0.0163 0.0656 0.0340
N 1.537051 0.902730 3.968296 0.0213 0.1282 0.0130 0.0676
C 0.352768 0.114415 3.811343 -0.0850 -0.1620 -0.1556 -0.3326
C -0.141171 -0.338990 5.037939 0.0801 0.0631 0.0200 -0.0773
C -1.278116 -1.125491 5.075329 -0.0288 -0.0313 0.0393 -0.1351
C -1.903270 -1.436477 3.871519 -0.0007 0.0105 -0.0456 -0.1263
C -1.368409 -0.979123 2.667838 -0.0329 0.0129 0.1232 -0.1938
C -0.200746 -0.200314 2.554654 0.0101 -0.1246 -0.0690 -0.1254
H 6.430920 4.241648 3.325945 -0.0058 0.0037 -0.0004 0.0885
H 5.963129 2.480271 4.997913 -0.0015 0.0014 0.0061 0.0928
H 3.837462 1.183256 4.873862 0.0085 -0.0149 0.0020 0.0959
H 2.674857 3.352800 1.411829 0.0051 0.0454 -0.0086 0.0996
H 4.791530 4.698345 1.527918 -0.0097 -0.0023 0.0003 0.0959
H 0.387670 -0.071679 5.947948 -0.0071 0.0012 -0.0012 0.0917
H -1.671246 -1.488643 6.018519 -0.0021 0.0031 -0.0007 0.0806
H -2.807443 -2.042766 3.878317 0.0053 0.0036 -0.0076 0.0787
H -1.908768 -1.259046 1.761772 0.0275 -0.0039 -0.0129 0.0452
C 2.129153 -2.793814 -2.758151 -0.0273 0.0209 -0.0130 -0.3757
C 3.250487 -2.384069 -1.802327 0.0063 -0.0240 0.0216 -0.4140
C 2.872164 -2.611227 -0.326237 -0.1567 0.0977 -0.0790 -0.4102
Sb 3.055470 -0.808571 0.852740 0.1234 -0.1826 0.0471 1.5000
C 5.236617 -0.853864 0.878937 -0.0665 0.0109 -0.0129 -0.3752
C 5.926693 0.344080 1.054840 -0.0186 -0.0112 0.0188 -0.1371
C 7.314838 0.369858 1.140060 0.0135 0.0100 0.0059 -0.1024
C 8.038187 -0.808611 1.038100 0.0093 -0.0066 -0.0058 -0.1176
C 7.366757 -2.011894 0.855185 0.0005 0.0213 0.0030 -0.1056
C 5.980894 -2.029587 0.781252 -0.0168 0.0128 -0.0005 -0.1259
C 2.941868 -1.876460 2.720870 -0.0528 0.0097 0.0062 -0.3701
C 3.897590 -1.739339 3.722500 0.0059 0.0248 -0.0142 -0.1380
C 3.748979 -2.388659 4.943247 0.0122 0.0067 0.0098 -0.1057
C 2.643377 -3.193434 5.174298 -0.0190 -0.0072 -0.0256 -0.1106
C 1.688519 -3.349964 4.177368 0.0217 -0.0132 0.0358 -0.0919
C 1.837687 -2.693285 2.965343 -0.0293 0.0204 -0.0573 -0.1314
Sb 0.412666 -1.356189 -2.557819 0.0766 -0.1007 -0.1334 1.5656
C -0.806188 -2.893274 -1.649313 0.0323 0.0019 0.0269 -0.3476
C -1.513215 -3.898943 -2.304597 0.0305 -0.0096 -0.0301 -0.1105
C -2.185790 -4.882770 -1.587518 0.0082 -0.0026 -0.0137 -0.1069
C -2.154333 -4.886734 -0.197738 0.0127 0.0089 0.0131 -0.1202
C -1.461862 -3.886083 0.471934 -0.0048 -0.0449 -0.0268 -0.1030
C -0.807366 -2.897378 -0.253504 0.0228 -0.0036 0.0135 -0.1652
C -0.071675 -1.574639 -4.646776 0.0093 -0.0069 0.0092 -0.3275
C -1.370999 -1.768298 -5.113753 0.0012 0.0110 0.0290 -0.1285
C -1.637182 -1.837978 -6.475185 -0.0110 0.0007 -0.0019 -0.0910
C -0.611522 -1.697979 -7.399910 -0.0001 -0.0028 0.0068 -0.1186
C 0.683804 -1.483426 -6.951121 -0.0025 -0.0020 -0.0041 -0.1131
C 0.946198 -1.426657 -5.588119 -0.0123 -0.0070 0.0018 -0.1422
H 1.796418 -3.813298 -2.541081 -0.0261 -0.0020 -0.0011 0.0482
H 2.479497 -2.780698 -3.793149 -0.0105 0.0184 -0.0089 0.0231
H 3.489180 -1.325823 -1.980931 0.0077 -0.0092 -0.0011 0.0677
H 4.181935 -2.920917 -2.017634 -0.0058 -0.0243 0.0026 0.0901
H 3.438152 -3.422525 0.132870 0.0406 0.0308 0.0325 0.0446
H 1.820756 -2.901200 -0.250417 0.0473 -0.0181 0.0035 0.0145
H 5.376444 1.275752 1.138115 -0.0145 0.0274 0.0161 0.0764
H 7.826900 1.313510 1.289519 -0.0021 0.0021 -0.0035 0.0935
H 9.120283 -0.792870 1.100212 -0.0037 0.0029 0.0028 0.0885
H 7.925439 -2.937783 0.775353 -0.0061 0.0015 -0.0006 0.0916
H 5.471975 -2.978195 0.652919 0.0109 -0.0032 0.0011 0.0870
H 4.770422 -1.118207 3.553253 0.0158 0.0221 0.0191 0.0875
H 4.497736 -2.259277 5.717155 0.0028 0.0013 -0.0058 0.0905
H 2.520439 -3.690013 6.129934 -0.0021 0.0015 -0.0025 0.0891
H 0.810919 -3.960838 4.352301 -0.0022 0.0073 -0.0015 0.0987
H 1.062188 -2.792677 2.213571 0.0222 -0.0085 0.0258 0.0800
H -1.537916 -3.921718 -3.388883 -0.0066 -0.0012 0.0127 0.0913
H -2.734643 -5.654282 -2.117142 0.0036 0.0015 -0.0039 0.0937
H -2.673736 -5.659475 0.357899 -0.0005 0.0013 -0.0012 0.0920
H -1.439937 -3.855491 1.556301 -0.0067 -0.0009 -0.0039 0.0986
H -0.291122 -2.110376 0.294592 -0.0226 0.0260 0.0091 0.0639
H -2.185974 -1.816571 -4.403370 -0.0140 0.0188 0.0033 0.0712
H -2.659179 -1.974891 -6.809823 0.0008 0.0018 -0.0017 0.0956
H -0.822952 -1.735735 -8.462476 0.0002 0.0014 0.0022 0.0869
H 1.491258 -1.348559 -7.662258 0.0016 0.0008 0.0035 0.0890
H 1.964289 -1.244127 -5.261914 0.0090 0.0026 0.0030 0.0860
O 0.154248 3.650578 0.941065 0.0252 0.4911 0.1671 -0.0958
C -0.617417 4.598339 0.875124 0.0632 -0.0157 -0.1123 -0.4875
C -2.110624 4.430680 1.003468 -0.0002 -0.0345 -0.0551 -0.0996
C -2.794063 4.545148 -0.370048 -0.0011 0.0285 0.0174 -0.1839
C -3.050961 5.978260 -0.826964 0.0113 -0.0173 -0.0090 -0.2014
C -1.805894 6.845442 -0.995788 -0.0165 0.0008 0.0157 -0.1918
C -0.976740 7.003216 0.276894 -0.0043 -0.0243 -0.0253 -0.1921
N -0.153724 5.852232 0.616366 -0.0195 0.0253 0.0256 0.0784
H -2.525513 5.172577 1.693893 0.0071 0.0037 0.0123 0.1179
H -2.280247 3.438685 1.417768 -0.0028 0.0043 -0.0052 0.0953
H -3.740497 4.007848 -0.319866 -0.0044 -0.0020 0.0002 0.0984
H -2.202812 4.012332 -1.121410 0.0004 -0.0029 -0.0104 0.1013
H -3.722630 6.463310 -0.105158 -0.0043 0.0028 0.0002 0.1086
H -3.579609 5.945296 -1.782654 -0.0126 0.0030 0.0089 0.0911
H -2.115542 7.843383 -1.324189 0.0061 -0.0014 -0.0068 0.1056
H -1.174366 6.427990 -1.783356 0.0082 0.0036 -0.0066 0.0716
H -1.630397 7.243243 1.122285 -0.0009 0.0070 0.0029 0.1126
H -0.290902 7.844666 0.166869 0.0001 0.0017 0.0116 0.1107
H 0.816612 5.871950 0.344267 0.0013 -0.0150 0.0081 0.1417
N -3.390452 1.409397 0.149150 -0.0152 -0.0068 0.0555 0.1684
C -3.802659 0.327761 0.121514 -0.0088 -0.0157 0.0196 -0.2660
N -4.335289 -0.880448 0.116836 -0.0056 0.0058 -0.0286 -0.0695
C -4.083259 -1.818966 -0.983908 -0.0196 -0.0213 -0.0332 -0.1489
C -5.366849 -2.571193 -1.286965 -0.0026 -0.0055 0.0159 -0.1772
C -5.888520 -3.260459 -0.025303 0.0075 0.0090 -0.0039 -0.2033
C -6.060894 -2.259700 1.118709 0.0124 -0.0084 -0.0083 -0.1816
C -4.766862 -1.492874 1.366733 -0.0343 -0.0025 0.0114 -0.1551
H -3.309856 -2.523332 -0.669671 -0.0307 0.0105 0.0372 0.0915
H -3.690555 -1.268851 -1.835079 0.0185 0.0064 0.0046 0.0618
H -5.164089 -3.307601 -2.068324 -0.0007 0.0013 -0.0029 0.1106
H -6.111809 -1.871251 -1.677694 0.0001 0.0029 0.0043 0.1052
H -5.163632 -4.024644 0.279250 -0.0070 -0.0029 -0.0006 0.1031
H -6.834331 -3.772591 -0.223047 0.0001 -0.0052 0.0016 0.1006
H -6.358008 -2.772504 2.038007 -0.0017 0.0040 0.0013 0.1051
H -6.849736 -1.544407 0.866069 -0.0023 0.0013 0.0041 0.1132
H -3.988148 -2.180309 1.723307 -0.0079 0.0052 -0.0014 0.1074
H -4.894342 -0.713987 2.117604 0.0075 -0.0013 0.0008 0.1292